# 1
{
  "formula": "C40H40N7O2PdS",
  "method": "wB97M-V/def2-TZVPD",
  "symbols": ["Pd", "C", "C", "C", "N", "C", "C", "C", "C", "C", "C", "C", "N", "C", "C", "C", "N", "C", "C", "C", "C", "C", "C", "C", "N", "C", "C", "H", "H", "H", "H", "H", "H", "H", "H", "H", "H", "H", "H", "H", "H", "H", "H", "H", "H", "H", "H", "H", "H", "H", "H", "H", "H", "C", "C", "N", "C", "C", "C", "C", "C", "C", "C", "C", "N", "C", "N", "H", "H", "H", "H", "H", "H", "H", "H", "H", "O", "C", "O", "C", "C", "C", "C", "S", "C", "C", "H", "H", "H", "H", "H"],
  "positions_angstrom": [[-0.115, 0.103, 0.295], [2.427, 1.811, 3.095], [1.737, 3.067, 2.565], [0.680, 2.853, 1.469], [1.003, 1.790, 0.524], [1.961, 1.942, -0.361], [2.725, 3.132, -0.458], [3.953, 3.343, -1.032], [4.773, 2.458, -1.733], [4.411, 1.208, -2.174], [3.195, 0.534, -2.057], [2.039, 0.866, -1.351], [0.859, 0.247, -1.514], [0.696, -0.734, -2.571], [1.145, -2.142, -2.202], [0.260, -2.662, -1.079], [0.394, -1.944, 0.171], [1.058, -2.449, 1.198], [1.919, -3.559, 1.062], [2.410, -4.438, 2.006], [2.208, -4.462, 3.376], [1.536, -3.500, 4.110], [0.990, -2.290, 3.717], [0.878, -1.690, 2.447], [0.529, -0.420, 2.266], [0.294, 0.428, 3.425], [1.589, 0.956, 4.040], [3.326, 2.123, 3.628], [2.771, 1.196, 2.259], [2.504, 3.749, 2.197], [1.240, 3.590, 3.388], [0.504, 3.784, 0.919], [-0.284, 2.616, 1.909], [2.295, 3.990, 0.039], [4.347, 4.345, -0.902], [5.761, 2.811, -1.996], [5.161, 0.671, -2.744], [3.154, -0.395, -2.607], [1.232, -0.354, -3.442], [-0.362, -0.763, -2.849], [2.199, -2.163, -1.915], [1.024, -2.799, -3.066], [0.398, -3.729, -0.908], [-0.768, -2.538, -1.430], [2.205, -3.779, 0.042], [3.020, -5.239, 1.604], [2.626, -5.297, 3.922], [1.457, -3.695, 5.174], [0.595, -1.707, 4.536], [-0.302, -0.088, 4.183], [-0.323, 1.272, 3.115], [2.190, 0.108, 4.377], [1.335, 1.536, 4.933], [-3.984, -0.842, 2.589], [-2.724, -0.445, 2.192], [-2.131, -0.902, 1.083], [-2.784, -1.805, 0.362], [-4.062, -2.267, 0.667], [-4.667, -1.765, 1.811], [-4.721, -3.323, -0.122], [-4.758, -3.530, -1.443], [-4.239, -2.724, -2.558], [-4.264, -3.255, -3.846], [-3.777, -2.462, -4.871], [-3.319, -1.232, -4.660], [-3.361, -0.808, -3.402], [-3.781, -1.485, -2.344], [-4.413, -0.445, 3.497], [-2.144, 0.229, 2.801], [-2.272, -2.206, -0.497], [-5.654, -2.104, 2.101], [-5.253, -4.051, 0.483], [-5.282, -4.422, -1.769], [-4.648, -4.247, -4.038], [-3.754, -2.822, -5.893], [-3.011, 0.202, -3.217], [-4.303, 7.398, 0.767], [-4.331, 6.222, 1.420], [-4.929, 6.117, 2.452], [-3.585, 5.072, 0.811], [-3.141, 5.028, -0.509], [-2.453, 3.925, -0.982], [-2.236, 2.814, -0.156], [-1.488, 1.453, -0.983], [-2.695, 2.857, 1.155], [-3.351, 3.976, 1.633], [-3.715, 7.364, 0.003], [-3.324, 5.844, -1.198], [-2.089, 3.915, -2.001], [-2.553, 2.016, 1.811], [-3.712, 4.010, 2.652]],
  "mulliken_charge": [0.288, -0.734, -0.628, -1.754, 1.363, 0.721, -1.105, -0.515, -0.665, -0.798, -0.510, 1.175, 0.328, -1.558, -0.239, -1.289, 0.605, 0.766, -0.855, -0.626, -0.586, -0.642, -0.442, 0.808, 0.989, -2.056, -1.230, 0.423, 0.220, 0.507, 0.510, 0.721, -0.071, 0.533, 0.396, 0.354, 0.373, 0.203, 0.548, 0.246, 0.297, 0.529, 0.733, -0.052, 0.367, 0.384, 0.364, 0.363, 0.471, 0.852, 0.408, 0.502, 0.430, -1.739, -0.367, 0.967, 0.049, 0.061, -0.528, -0.913, -0.755, 1.286, -0.772, -0.217, -0.596, -0.319, -0.298, 0.491, 0.697, 0.159, 0.541, 0.408, 0.314, 0.391, 0.444, 0.604, -0.459, 0.648, -0.532, 0.828, -1.139, -1.434, 0.713, 0.183, -0.075, -0.941, 0.290, 0.258, 0.532, 0.282, 0.516],
  "charge": 1,
  "e_lumo_ev": [-4.3682, -4.3674],
  "energy_ha": -2607.7505
}



# 2
{
  "formula": "C40H41BBr2F4N8O4PY",
  "method": "wB97M-V/def2-TZVPD",
  "symbols": ["Y", "N", "C", "C", "O", "N", "C", "C", "O", "O", "H", "H", "H", "H", "H", "H", "Br", "C", "C", "C", "N", "C", "C", "C", "C", "C", "Br", "C", "C", "N", "H", "H", "H", "H", "H", "H", "O", "N", "C", "C", "C", "C", "C", "C", "C", "P", "C", "C", "C", "C", "C", "C", "C", "C", "C", "C", "C", "C", "H", "H", "H", "H", "H", "H", "H", "H", "H", "H", "H", "H", "H", "H", "H", "H", "F", "B", "F", "F", "F", "C", "C", "N", "C", "N", "C", "C", "C", "N", "C", "H", "H", "H", "H", "H", "H", "H", "H", "H", "H", "H", "H", "H"],
  "positions_angstrom": [[-0.177, 1.284, 0.296], [-2.760, 1.215, -0.230], [-3.545, 1.995, 0.741], [-2.748, 3.203, 1.233], [-3.293, 4.082, 1.901], [-1.471, 3.160, 0.871], [-0.774, 4.408, 1.130], [0.544, 4.394, 0.378], [1.359, 5.293, 0.439], [0.758, 3.283, -0.313], [-2.718, 1.742, -1.098], [-3.254, 0.356, -0.448], [-3.795, 1.357, 1.589], [-4.487, 2.367, 0.331], [-0.560, 4.584, 2.193], [-1.357, 5.277, 0.808], [-2.948, -1.456, 6.305], [-2.307, -0.675, 4.717], [-2.758, -1.125, 3.492], [-2.231, -0.525, 2.366], [-1.332, 0.456, 2.398], [-0.912, 0.890, 3.588], [-1.374, 0.340, 4.777], [0.138, 1.936, 3.590], [0.412, 2.673, 4.731], [1.495, 3.533, 4.715], [1.894, 4.559, 6.241], [2.281, 3.626, 3.586], [1.901, 2.885, 2.480], [0.837, 2.086, 2.458], [-3.482, -1.922, 3.403], [-2.553, -0.851, 1.388], [-0.988, 0.667, 5.730], [-0.206, 2.589, 5.611], [3.143, 4.273, 3.539], [2.476, 2.944, 1.565], [-0.303, 2.714, -2.618], [-0.604, 1.380, -2.366], [-0.939, 0.833, -3.468], [-1.482, -0.500, -3.796], [-1.783, -0.613, -5.163], [-2.371, -1.740, -5.700], [-2.690, -2.802, -4.867], [-2.391, -2.712, -3.520], [-1.780, -1.587, -2.960], [-1.392, -1.679, -1.168], [-2.991, -2.377, -0.570], [-4.183, -1.793, -1.007], [-5.405, -2.172, -0.472], [-5.460, -3.153, 0.508], [-4.286, -3.756, 0.934], [-3.061, -3.371, 0.403], [-0.252, -3.111, -1.097], [0.205, -3.477, 0.168], [1.112, -4.515, 0.320], [1.591, -5.187, -0.794], [1.167, -4.807, -2.060], [0.254, -3.774, -2.215], [0.124, 3.060, -1.798], [-0.861, 1.487, -4.335], [-1.555, 0.222, -5.812], [-2.588, -1.785, -6.759], [-3.162, -3.693, -5.259], [-2.632, -3.547, -2.874], [-4.167, -1.050, -1.799], [-6.314, -1.705, -0.828], [-6.411, -3.452, 0.927], [-4.318, -4.536, 1.685], [-2.160, -3.856, 0.753], [-0.119, -2.939, 1.049], [1.466, -4.765, 1.311], [2.307, -5.990, -0.679], [1.551, -5.313, -2.937], [-0.043, -3.485, -3.213], [2.439, -2.157, 2.037], [1.451, -1.293, 2.463], [0.367, -1.978, 3.017], [1.930, -0.330, 3.329], [0.923, -0.606, 1.251], [5.778, 2.514, -0.530], [4.583, 3.410, -0.764], [3.373, 2.632, -0.612], [3.239, 1.326, -0.962], [2.038, 0.793, -0.941], [1.942, -0.543, -1.516], [3.108, -1.429, -1.134], [4.369, -0.767, -1.639], [4.379, 0.647, -1.289], [5.659, 1.320, -1.456], [5.789, 2.173, 0.508], [6.708, 3.049, -0.726], [4.645, 3.853, -1.766], [4.549, 4.234, -0.051], [2.481, 3.126, -0.587], [1.859, -0.481, -2.613], [1.024, -0.999, -1.163], [3.002, -2.423, -1.574], [3.138, -1.540, -0.050], [4.456, -0.878, -2.728], [5.254, -1.227, -1.194], [5.795, 1.633, -2.500], [6.439, 0.589, -1.235]],
  "mulliken_charge": [-0.451, -0.390, -0.501, 0.404, -0.793, 0.232, -0.881, 0.236, -0.721, 0.009, 0.318, -0.244, 0.084, 0.612, 0.218, 0.611, -0.182, -0.806, -0.868, -0.281, 1.408, 0.347, -0.958, 0.930, -1.040, -0.539, -0.168, -0.903, -0.508, 1.947, 0.618, 0.102, 0.513, 0.568, 0.545, 0.194, -0.574, 0.432, -1.291, 0.649, -1.034, -0.791, -0.835, -0.341, 0.263, 3.760, 0.042, -0.701, -0.924, -0.645, -0.677, -0.249, 0.326, -0.132, -1.084, -0.914, -0.797, -0.960, 0.297, 0.306, 0.425, 0.423, 0.448, 0.595, 0.441, 0.445, 0.412, 0.499, 0.426, 0.485, 0.464, 0.378, 0.420, 0.281, -0.324, 0.659, -0.361, -0.335, 0.578, -0.675, -0.774, 0.275, -0.007, 0.247, -0.317, -0.140, -1.036, 0.222, -0.714, 0.275, 0.391, 0.366, 0.359, 0.148, 0.626, -1.211, 0.233, 0.050, 0.317, 0.566, 0.257, 0.394],
  "charge": 0,
  "e_lumo_ev": -0.4430,
  "energy_ha": -8240.4142,
  "de_lowest_ev": 0.000
}



# 3
{
  "formula": "C40H41Br2HfN2OP",
  "method": "wB97M-V/def2-TZVPD",
  "symbols": ["Hf", "Br", "C", "C", "C", "Br", "C", "C", "C", "C", "N", "C", "C", "O", "H", "H", "H", "H", "C", "C", "C", "C", "C", "C", "C", "C", "N", "C", "C", "C", "C", "C", "C", "C", "C", "C", "C", "H", "H", "H", "H", "H", "H", "H", "H", "H", "H", "H", "H", "H", "H", "H", "H", "H", "H", "H", "H", "H", "H", "H", "H", "C", "P", "C", "C", "C", "C", "C", "C", "C", "C", "C", "C", "C", "C", "H", "H", "H", "H", "H", "H", "H", "H", "H", "H", "H", "H", "H"],
  "positions_angstrom": [[0.534, -0.102, 0.275], [-1.782, -4.426, -0.302], [-1.224, -3.632, 1.299], [-1.579, -4.229, 2.527], [-1.200, -3.661, 3.705], [-1.679, -4.495, 5.314], [-0.463, -2.446, 3.714], [-0.055, -1.763, 4.879], [0.625, -0.574, 4.793], [0.896, -0.038, 3.540], [0.549, -0.652, 2.418], [-0.121, -1.870, 2.479], [-0.483, -2.489, 1.256], [-0.112, -1.890, 0.080], [-2.153, -5.145, 2.523], [-0.291, -2.188, 5.846], [0.938, -0.041, 5.679], [1.397, 0.918, 3.440], [3.893, 3.267, 0.252], [2.446, 3.424, -0.131], [2.002, 4.547, -0.812], [0.656, 4.724, -1.122], [0.184, 5.978, -1.807], [-0.273, 3.731, -0.792], [0.136, 2.582, -0.138], [1.502, 2.467, 0.216], [-0.670, 1.452, 0.169], [-2.154, 1.384, -0.005], [-2.864, 2.421, 0.871], [-4.383, 2.270, 0.732], [-4.778, 2.432, -0.741], [-4.106, 1.342, -1.584], [-4.530, -0.039, -1.077], [-4.110, -0.186, 0.389], [-4.803, 0.886, 1.234], [-2.590, -0.015, 0.476], [-2.581, 1.490, -1.477], [4.246, 4.142, 0.797], [4.518, 3.169, -0.639], [4.056, 2.391, 0.882], [2.718, 5.317, -1.077], [1.016, 6.622, -2.081], [-0.480, 6.543, -1.149], [-0.378, 5.739, -2.710], [-1.310, 3.883, -1.049], [1.848, 1.658, 0.863], [-2.563, 3.436, 0.605], [-2.559, 2.261, 1.912], [-4.869, 3.042, 1.329], [-4.485, 3.423, -1.102], [-5.863, 2.364, -0.846], [-4.396, 1.457, -2.630], [-4.071, -0.825, -1.686], [-5.613, -0.154, -1.165], [-4.370, -1.181, 0.755], [-4.544, 0.771, 2.291], [-5.886, 0.770, 1.154], [-2.143, -0.775, -0.170], [-2.260, -0.162, 1.514], [-2.275, 2.435, -1.925], [-2.083, 0.690, -2.040], [4.464, -0.495, -0.628], [2.815, -1.238, -0.509], [2.147, -1.156, -2.195], [1.313, -0.076, -2.502], [0.844, 0.148, -3.788], [1.199, -0.747, -4.784], [2.006, -1.845, -4.491], [2.479, -2.056, -3.204], [3.052, -2.971, -0.082], [4.141, -3.333, 0.710], [4.311, -4.657, 1.088], [3.397, -5.619, 0.679], [2.309, -5.259, -0.110], [2.129, -3.938, -0.487], [5.092, -1.112, -1.269], [4.924, -0.402, 0.354], [4.363, 0.500, -1.062], [1.087, 0.698, -1.763], [0.217, 1.002, -4.005], [0.848, -0.589, -5.795], [2.277, -2.536, -5.278], [3.111, -2.909, -2.990], [4.866, -2.595, 1.031], [5.162, -4.937, 1.694], [3.537, -6.652, 0.968], [1.600, -6.010, -0.437], [1.281, -3.668, -1.103]],
  "mulliken_charge": [-0.703, -0.093, 0.003, -0.215, -0.197, -0.153, 0.918, -0.797, -1.218, -0.038, -0.080, 0.586, -0.092, -0.933, 0.555, 0.427, 0.458, 0.578, -1.878, 0.264, -0.809, 0.074, -1.725, -0.777, 1.119, 0.256, 0.621, 1.845, -1.250, 0.249, -1.133, 0.265, -1.550, 0.275, -1.378, -2.406, -1.204, 0.471, 0.369, 0.326, 0.424, 0.394, 0.360, 0.371, 0.793, 0.281, 0.529, 0.415, 0.313, 0.509, 0.538, 0.324, 0.469, 0.538, 0.383, 0.469, 0.545, 0.763, 0.394, 0.462, 0.307, -1.436, 1.844, 0.355, 0.098, -0.652, -0.693, -0.752, -0.606, 0.578, -0.847, -0.737, -0.607, -0.831, -0.497, 0.474, 0.513, 0.426, 0.485, 0.545, 0.446, 0.454, 0.540, 0.330, 0.455, 0.440, 0.454, 0.611],
  "charge": 2,
  "e_lumo_ev": -6.4132,
  "energy_ha": -7270.6403,
  "de_lowest_ev": 0.216
}